[1]
Below is an isolated molecule of C4H6O2, with properties calculated with the ωB97M-V functional and the def2-TZVPD basis.

Positions of all 12 atoms, in Å:
O -1.10861 -1.76194 1.74043
C -0.87585 -0.79289 1.05896
C -0.12271 -0.37509 -0.09527
C -0.21918 1.01018 -0.75302
O 1.19781 1.20030 -0.62769
C 1.38474 -0.10079 -0.04388
H -1.72764 -0.06889 1.04272
H -1.01841 -1.09045 -0.58964
H -0.52887 0.96773 -1.80967
H -0.80441 1.79034 -0.24637
H 1.81536 -0.02139 0.97288
H 2.00776 -0.75710 -0.64945

Properties
HOMO-LUMO gap = 10.2 eV
energy relative to the best compared isomer or geometry (same formula, charge and spin) = 382.51 kJ/mol
E_HOMO = -9.5 eV
multiplicity = 1

[2]
Below is a cluster of 2 separate species, C5H14 in total, with properties calculated with the ωB97M-V functional and the def2-TZVPD basis.

Positions of all 19 atoms, in Å:
C -2.09542 -2.39219 -0.00555
C -1.15078 -2.84651 1.03327
H -3.11003 -2.80526 0.16225
H -2.18702 -1.28989 -0.07170
H -1.84493 -2.46365 -1.10932
H -0.71714 -2.03546 1.64186
H -0.26386 -3.30969 0.80189
H -1.71296 -3.27917 1.92224
C 0.60718 1.34346 -0.19947
C 2.01580 1.40516 0.40032
C 0.70850 2.56685 -1.26450
H 0.31561 0.32021 -0.80993
H -0.20967 1.49649 0.46555
H 2.18605 2.41845 0.74324
H 1.04778 3.35999 -0.68783
H 2.73758 1.12107 -0.33794
H 2.11752 0.71934 1.26946
H 1.42092 2.45221 -2.08781
H -0.29152 2.83475 -1.68639

Properties
HOMO-LUMO gap = 12.0 eV
energy relative to the best compared isomer or geometry (same formula, charge and spin) = 141.21 kJ/mol
E_HOMO = -11.0 eV
multiplicity = 1

[3]
Below is a structure of composition C13H23CsN2O10P2S, with properties calculated with the ωB97M-V functional and the def2-TZVPD basis.

Positions of all 52 atoms, in Å:
Cs 0.03907 -0.74723 1.07383
C -1.19845 3.78427 0.00087
C -0.72633 2.74788 -1.01782
O -0.78522 3.24354 -2.36183
P 0.99883 2.29159 -0.72626
O 1.74099 3.69546 -0.63270
O 1.48616 1.63069 -2.09996
O 1.28050 1.42174 0.42982
P -1.87508 1.28854 -0.94838
O -1.06032 0.11388 -1.76607
O -3.04979 1.70508 -1.76048
O -1.98344 0.77746 0.45177
H -0.63140 4.70737 -0.10804
H -1.06715 3.38805 1.00853
H -2.25809 3.98894 -0.15443
H -1.69929 3.07513 -2.65279
H 2.65883 3.54442 -0.32760
H 1.05337 2.12052 -2.81954
H -1.27717 0.17176 -2.70314
O 0.89806 -3.42575 0.76760
C 0.10172 -3.96615 0.18173
N 6.48185 2.37059 -0.21044
C 5.20534 1.99054 0.04303
O 4.28581 2.79278 0.03559
C 4.99669 0.52538 0.25517
C 5.80308 -0.45572 -0.30476
C 5.50733 -1.78522 -0.05986
C 4.41411 -2.08672 0.73763
N 3.63060 -1.15511 1.27667
C 3.91359 0.11838 1.03567
H 6.67295 3.35148 -0.32550
H 7.25492 1.75843 -0.02353
H 6.62995 -0.19097 -0.95309
H 6.10344 -2.57688 -0.49266
H 4.14663 -3.11631 0.94586
H 3.25304 0.86923 1.44748
C -4.48129 -4.22949 1.44558
C -4.01767 -3.60357 0.14212
S -3.09984 -2.03659 0.37420
O -2.03117 -2.36120 1.38561
C -4.36448 -1.05168 1.21795
C -5.42894 -0.60824 0.22228
H -4.74450 -5.27619 1.29295
H -5.35299 -3.71599 1.84856
H -3.67357 -4.18747 2.17753
H -4.83010 -3.39547 -0.55446
H -3.28326 -4.23220 -0.36292
H -3.78206 -0.20231 1.57229
H -4.76181 -1.61054 2.06386
H -4.96362 -0.10211 -0.62558
H -6.11028 0.09716 0.69668
H -6.01954 -1.45115 -0.13904

Properties
HOMO-LUMO gap = 8.9 eV
energy relative to the best compared isomer or geometry (same formula, charge and spin) = 72.69 kJ/mol
E_HOMO = -8.8 eV
multiplicity = 1

[4]
Below is a cluster of 11 separate species, C19H31Cl21O12 in total, with properties calculated with the ωB97M-V functional and the def2-TZVPD basis.

Positions of all 83 atoms, in Å:
C -6.07654 4.74050 3.35816
O -5.04210 4.33267 2.60036
C -4.33126 3.21901 2.90700
O -4.61496 2.42382 3.86799
O -3.21394 3.28435 2.19040
C -2.26271 2.28884 2.37140
H -5.91607 5.69172 3.86563
H -6.17702 4.05516 4.19977
H -7.04888 4.75426 2.86574
H -1.41907 2.41127 1.69215
H -2.72143 1.32952 2.13186
H -1.93202 2.23702 3.40873
C -0.50319 4.97774 0.01750
O -0.48440 4.17685 -1.09808
C -1.43063 3.17721 -1.31473
O -2.49179 3.06337 -0.68345
O -1.03312 2.38007 -2.35840
C -1.68565 1.16830 -2.68549
H -0.19863 4.34782 0.85328
H -1.53884 5.31726 0.00131
H 0.21188 5.79632 -0.06430
H -2.55018 1.39091 -3.31089
H -2.16814 0.75174 -1.80131
H -0.98298 0.50336 -3.18770
C 4.54044 -3.97883 -4.12478
O 3.53560 -3.51068 -3.23257
C 2.24578 -3.39532 -3.47723
O 1.77786 -3.54111 -4.62560
O 1.67367 -3.01102 -2.40688
C 0.26141 -2.97951 -2.18385
H 4.38906 -5.02881 -4.37524
H 5.52531 -3.80204 -3.69249
H 4.50290 -3.39563 -5.04487
H -0.13023 -3.92393 -1.80596
H -0.35126 -2.66803 -3.02986
H -0.00834 -2.29715 -1.37780
C -0.70164 -1.00011 1.38075
O 0.09214 0.07829 1.67749
C 0.86864 0.66828 0.75437
O 1.31900 1.81568 0.85545
O 1.30308 -0.14739 -0.20207
C 2.23394 0.21134 -1.18074
H -1.45247 -0.96909 2.17030
H -0.12996 -1.91583 1.53155
H -1.27374 -0.96275 0.45371
H 2.01959 -0.29756 -2.12051
H 3.28230 -0.00237 -0.97247
H 2.15452 1.27173 -1.42025
C 6.07942 -0.48019 -0.01567
Cl 6.03122 -1.68802 -1.31933
Cl 4.97536 -1.09607 1.25573
Cl 5.67513 1.16744 -0.64823
H 7.09127 -0.53476 0.38594
C -4.01997 -0.53656 5.23711
Cl -2.84332 -1.49338 6.20221
Cl -5.63052 -0.72877 5.95823
Cl -4.05273 -1.04059 3.55179
H -3.72226 0.51144 5.27151
C 3.51632 3.59844 2.20541
Cl 3.95683 4.92608 3.28852
Cl 4.28553 2.16301 2.82683
Cl 4.08188 3.90210 0.47241
H 2.43443 3.46580 2.21137
C 2.83707 1.22308 -4.80050
Cl 1.45894 0.12750 -5.18198
Cl 4.08192 0.23185 -3.91153
Cl 2.20059 2.63510 -3.85977
H 3.37095 1.56096 -5.68872
C -4.65373 -0.80599 -1.18573
Cl -4.95959 -0.06599 -2.80021
Cl -4.37951 0.48427 0.04760
Cl -3.24435 -1.93799 -1.44085
H -5.48511 -1.48953 -1.01343
C 3.31884 -4.44948 0.36419
Cl 2.31104 -5.85000 -0.22218
Cl 4.56067 -4.91374 1.53778
Cl 2.34288 -3.09767 0.93071
H 3.80550 -4.09270 -0.54353
C -1.54529 -5.44311 1.53509
Cl -0.00877 -5.94821 2.10570
Cl -1.52613 -5.42023 -0.26207
Cl -2.02038 -3.87594 2.25878
H -2.38999 -6.04532 1.86963

Properties
HOMO-LUMO gap = 10.7 eV
E_HOMO = -10.5 eV
multiplicity = 1